(1)
{
  "formula": "C18H31N2O2",
  "method": "wB97M-V/def2-TZVPD",
  "total_charge": 1,
  "smiles": "CC(=O)OCCCCCCc1cc(CN)cc(CC(C)C)[nH+]1",
  "e_above_lowest_kcal_mol": 308.6,
  "species": ["C", "C", "O", "O", "C", "C", "C", "C", "C", "C", "C", "C", "C", "C", "N", "C", "C", "C", "C", "C", "C", "N", "H", "H", "H", "H", "H", "H", "H", "H", "H", "H", "H", "H", "H", "H", "H", "H", "H", "H", "H", "H", "H", "H", "H", "H", "H", "H", "H", "H", "H", "H", "H"],
  "coordinates": [[5.40, -1.01, 1.14], [4.04, -0.66, 0.22], [2.91, -0.37, 0.87], [4.22, -0.76, -1.24], [3.52, 0.31, -1.97], [2.51, -0.45, -3.04], [1.26, 0.60, -3.34], [-0.07, -0.14, -3.96], [-0.79, -1.21, -2.95], [-2.27, -0.68, -2.41], [-2.32, -0.69, -0.75], [-2.97, -2.05, -0.07], [-3.03, -2.12, 1.57], [-3.62, -3.39, 2.43], [-2.54, -4.44, 2.64], [-2.43, -0.85, 2.41], [-1.76, 0.47, 1.63], [-1.15, 1.64, 2.60], [-0.95, 3.10, 1.89], [-0.46, 4.14, 3.11], [0.30, 3.14, 0.78], [-1.77, 0.47, 0.11], [6.28, -0.26, 0.96], [5.71, -2.11, 0.80], [5.09, -1.08, 2.29], [2.97, 1.10, -1.29], [4.29, 0.91, -2.64], [2.12, -1.50, -2.64], [3.16, -0.59, -4.03], [1.66, 1.33, -4.20], [1.01, 1.22, -2.37], [0.19, -0.67, -4.97], [-0.84, 0.73, -4.22], [-0.97, -2.21, -3.58], [-0.07, -1.52, -2.07], [-2.58, 0.35, -2.88], [-3.06, -1.47, -2.82], [-3.36, -2.95, -0.74], [-3.97, -3.01, 3.51], [-4.50, -3.92, 1.87], [-1.62, -3.97, 2.89], [-2.40, -4.95, 1.72], [-2.45, -0.86, 3.58], [-0.13, 1.35, 3.12], [-1.93, 1.79, 3.48], [-1.94, 3.57, 1.44], [-0.85, 3.68, 4.13], [-0.79, 5.25, 2.92], [0.73, 4.00, 3.15], [-0.23, 3.28, -0.27], [1.00, 4.07, 0.92], [0.86, 2.11, 0.74], [-1.39, 1.28, -0.42]]
}



(2)
{
  "formula": "C18H32BN6O2",
  "method": "wB97M-V/def2-TZVPD",
  "total_charge": 1,
  "species": ["N", "B", "O", "C", "C", "C", "C", "C", "O", "C", "N", "N", "H", "H", "H", "H", "H", "H", "H", "H", "H", "H", "H", "C", "C", "C", "C", "N", "H", "H", "H", "H", "H", "H", "H", "C", "C", "C", "C", "N", "H", "H", "H", "H", "H", "H", "H", "C", "C", "C", "C", "N", "H", "H", "H", "H", "H", "H", "H"],
  "coordinates": [[2.51, 0.68, 4.41], [1.77, 1.75, 3.81], [2.09, 3.06, 3.85], [0.44, 1.32, 3.02], [-0.73, 1.00, 3.71], [-1.80, 0.59, 2.96], [-3.11, 0.21, 3.56], [-3.90, 1.49, 3.89], [-3.84, 2.38, 2.80], [-1.63, 0.55, 1.57], [-0.55, 0.88, 0.91], [0.45, 1.24, 1.70], [1.87, 0.09, 4.93], [3.25, 1.01, 5.02], [2.90, 3.23, 4.33], [-0.79, 1.07, 4.78], [-3.64, -0.43, 2.87], [-2.90, -0.37, 4.45], [-4.93, 1.19, 4.07], [-3.50, 1.94, 4.79], [-3.44, 3.20, 3.09], [-2.47, 0.24, 0.97], [1.30, 1.48, 1.21], [-0.61, 0.49, -3.23], [0.27, 1.41, -2.38], [1.06, 2.41, -3.22], [1.96, 1.72, -4.15], [2.66, 1.18, -4.88], [-0.01, -0.12, -3.90], [-1.18, -0.19, -2.59], [-1.32, 1.07, -3.82], [0.96, 0.80, -1.79], [-0.36, 1.95, -1.68], [1.66, 3.06, -2.58], [0.39, 3.05, -3.80], [-1.65, -0.58, -7.10], [-3.14, -0.79, -7.35], [-4.00, 0.37, -6.83], [-3.85, 0.53, -5.38], [-3.73, 0.66, -4.24], [-1.43, -0.53, -6.03], [-1.07, -1.41, -7.51], [-1.29, 0.34, -7.56], [-3.46, -1.72, -6.88], [-3.31, -0.89, -8.42], [-5.05, 0.19, -7.04], [-3.71, 1.30, -7.31], [5.60, -3.84, 3.43], [4.15, -4.08, 3.01], [3.21, -2.96, 3.44], [3.19, -2.80, 4.90], [3.20, -2.69, 6.05], [5.70, -3.79, 4.52], [6.24, -4.64, 3.08], [5.97, -2.90, 3.01], [3.81, -5.03, 3.44], [4.10, -4.19, 1.93], [2.19, -3.17, 3.11], [3.52, -2.01, 3.00]]
}



(3)
{
  "formula": "C18H32Br13NO3",
  "method": "wB97M-V/def2-TZVPD",
  "e_above_lowest_kcal_mol": 0.0,
  "species": ["C", "C", "C", "C", "C", "C", "C", "N", "O", "C", "C", "C", "C", "O", "O", "C", "Br", "C", "C", "H", "H", "H", "H", "H", "H", "H", "H", "H", "H", "H", "H", "H", "H", "H", "H", "H", "H", "H", "H", "H", "H", "H", "H", "H", "H", "H", "H", "C", "Br", "Br", "Br", "H", "C", "Br", "Br", "Br", "H", "C", "Br", "Br", "Br", "H", "C", "Br", "Br", "Br", "H"],
  "coordinates": [[0.46, 3.79, 1.58], [1.61, 2.79, 1.55], [2.38, 2.83, 0.23], [3.47, 1.74, 0.10], [3.09, 0.67, -0.94], [2.09, -0.34, -0.31], [0.95, -0.69, -1.26], [-0.27, -1.22, -0.62], [0.10, -1.81, 0.63], [-0.93, -2.67, 1.07], [-0.60, -3.08, 2.51], [0.89, -3.39, 2.69], [-1.16, -0.13, -0.30], [-0.89, 0.84, 0.35], [-2.36, -0.37, -0.87], [-3.47, 0.41, -0.45], [-3.37, 2.21, -1.19], [-3.73, 0.33, 1.05], [-4.57, 1.47, 1.63], [0.03, 3.83, 2.58], [-0.35, 3.47, 0.91], [0.80, 4.78, 1.28], [1.20, 1.79, 1.75], [2.30, 3.00, 2.37], [2.87, 3.80, 0.16], [1.68, 2.73, -0.60], [4.45, 2.17, -0.02], [3.48, 1.17, 1.03], [3.95, 0.13, -1.33], [2.53, 1.12, -1.75], [2.60, -1.25, -0.02], [1.69, 0.10, 0.61], [0.66, 0.19, -1.84], [1.29, -1.44, -1.98], [-0.98, -3.58, 0.46], [-1.91, -2.19, 1.07], [-1.21, -3.93, 2.78], [-0.82, -2.20, 3.13], [1.47, -2.48, 2.83], [1.06, -4.03, 3.55], [1.29, -3.91, 1.82], [-4.31, -0.02, -0.98], [-2.80, 0.26, 1.61], [-4.30, -0.59, 1.20], [-4.93, 1.17, 2.61], [-5.43, 1.68, 1.00], [-3.98, 2.37, 1.74], [3.48, 5.80, 2.80], [5.13, 4.96, 2.27], [3.71, 6.94, 4.33], [2.67, 6.74, 1.33], [2.80, 5.01, 3.08], [5.04, 3.84, -3.79], [6.23, 5.04, -2.86], [4.36, 2.48, -2.61], [3.60, 4.80, -4.63], [5.61, 3.37, -4.57], [-3.03, -6.06, -0.93], [-1.13, -5.82, -1.14], [-3.45, -7.80, -0.24], [-3.81, -4.67, 0.15], [-3.47, -5.99, -1.91], [-4.80, -6.02, -5.06], [-2.90, -5.79, -5.26], [-5.22, -7.76, -4.36], [-5.57, -4.63, -3.98], [-5.24, -5.95, -6.04]]
}



(4)
{
  "formula": "C18H32BrFN3O3",
  "method": "wB97M-V/def2-TZVPD",
  "total_charge": -1,
  "species": ["C", "C", "C", "C", "C", "N", "F", "C", "Br", "C", "O", "C", "C", "C", "O", "O", "H", "H", "H", "H", "H", "H", "H", "H", "H", "H", "H", "H", "H", "H", "H", "H", "H", "H", "C", "C", "C", "C", "N", "H", "H", "H", "H", "H", "H", "H", "C", "C", "C", "C", "N", "H", "H", "H", "H", "H", "H", "H"],
  "coordinates": [[-0.56, 3.86, 1.94], [-1.59, 3.29, 0.93], [-2.80, 2.64, 1.63], [-2.80, 1.11, 1.42], [-3.96, 0.46, 2.20], [-1.49, 0.64, 1.83], [-1.40, 0.86, 3.22], [-1.01, -0.69, 1.50], [-2.24, -1.74, 0.41], [0.31, -0.56, 0.74], [0.11, -0.18, -0.63], [0.79, -0.98, -1.56], [2.32, -0.84, -1.51], [-0.71, -1.51, 2.84], [-1.67, -2.11, 3.33], [0.45, -1.41, 3.22], [0.44, 3.48, 1.74], [-0.81, 3.60, 2.96], [-0.54, 4.95, 1.89], [-1.12, 2.60, 0.24], [-1.96, 4.14, 0.36], [-2.81, 2.83, 2.70], [-3.74, 3.03, 1.22], [-2.92, 0.97, 0.35], [-4.68, 1.22, 2.52], [-3.59, -0.12, 3.04], [-4.51, -0.22, 1.55], [0.89, 0.22, 1.22], [0.82, -1.52, 0.78], [0.45, -0.65, -2.54], [0.52, -2.04, -1.45], [2.66, -0.10, -2.23], [2.81, -1.79, -1.70], [2.65, -0.49, -0.53], [3.24, 5.18, -2.23], [2.90, 4.51, -0.91], [1.98, 3.29, -1.08], [0.70, 3.66, -1.68], [-0.31, 3.95, -2.13], [2.35, 5.57, -2.72], [3.92, 6.02, -2.07], [3.73, 4.48, -2.91], [2.42, 5.23, -0.24], [3.82, 4.18, -0.42], [1.77, 2.83, -0.11], [2.45, 2.54, -1.71], [-0.13, -5.37, -0.19], [-0.58, -6.31, -1.31], [0.58, -7.13, -1.90], [1.61, -6.29, -2.49], [2.42, -5.63, -2.95], [0.58, -4.63, -0.56], [-0.98, -4.83, 0.21], [0.34, -5.92, 0.62], [-1.05, -5.73, -2.11], [-1.33, -7.00, -0.93], [0.21, -7.81, -2.67], [1.04, -7.74, -1.12]]
}



| no. | highest occupied orbital energy (eV) | total energy (eV) |
| --- | --- | --- |
| 1 | -12.425 | -26224.8831 |
| 2 | -13.200 | -32891.9457 |
| 3 | -9.098 | -937366.5845 |
| 4 | -4.855 | -102556.9985 |